[1]
Entry from the Open Molecules 2025 dataset: a cluster of 2 separate species, C3H10NOS in total (the ωB97M-V functional and the def2-TZVPD basis).

CARTESIAN COORDINATES (ANGSTROEM)
C 0.14 -1.82 0.38
N 0.36 -0.95 -0.79
C -0.02 0.47 -0.74
C 1.24 1.35 -0.42
S 1.57 2.06 1.14
H 0.93 -1.69 1.11
H 0.02 -2.83 -0.04
H -0.84 -1.60 0.77
H 1.26 -0.96 -1.25
H -0.43 0.70 -1.74
H -0.85 0.61 -0.06
H 1.24 2.18 -1.19
H 2.08 0.71 -0.73
H -1.90 -0.04 0.91
H -2.20 1.35 1.28
O -2.59 0.47 1.36

Output
**Calculated total energy**: -17643.60915 eV
**Largest force on an atom**: 2.25 eV/A
**Orbital gap (alpha / beta)**: 9.60 / 6.54 eV
**Spin multiplicity**: 2
**Molecular weight**: 108.19 g/mol

Results of the Mulliken charge analysis, in e, for atoms 1 through 5: -0.8261, -0.3382, 0.4404, -0.5770, -0.0927

=====

[2]
Entry from the Open Molecules 2025 dataset: a cluster of 2 separate species, C3H10NOS in total (the ωB97M-V functional and the def2-TZVPD basis).

CARTESIAN COORDINATES (ANGSTROEM)
C 1.50 1.37 -1.46
S 2.71 -0.08 -1.31
C 1.63 -1.23 -0.37
H 2.29 1.98 -1.87
H 1.16 1.74 -0.50
H 0.68 1.22 -2.16
H 2.28 -2.09 -0.12
H 1.29 -0.82 0.60
H 0.80 -1.59 -0.93
N -3.03 -0.07 0.89
C -1.64 -0.21 1.53
O -0.62 0.53 0.95
H -3.03 0.91 0.70
H -2.80 -0.46 -0.03
H -1.82 0.10 2.57
H -1.40 -1.30 1.51

Output
**Calculated total energy**: -17643.00054 eV
**Largest force on an atom**: 3.01 eV/A
**Orbital gap (alpha / beta)**: 9.39 / 6.40 eV
**Spin multiplicity**: 2
**Molecular weight**: 108.19 g/mol

Results of the Mulliken charge analysis, in e, for atoms 1 through 5: -0.7349, -0.0892, -0.7226, 0.2949, 0.2321

=====

[3]
Entry from the Open Molecules 2025 dataset: a cluster of 2 separate species, C3H10NS in total (the ωB97M-V functional and the def2-TZVPD basis).

CARTESIAN COORDINATES (ANGSTROEM)
C -2.34 -1.64 1.60
N -2.50 -0.85 0.41
H -3.23 -2.25 1.79
H -2.20 -0.98 2.45
H -1.48 -2.33 1.62
H -2.37 -1.38 -0.44
H -1.71 -0.20 0.31
C 2.31 1.72 -1.49
C 1.74 0.80 -0.41
S 0.62 -0.49 -1.05
H 1.52 2.09 -2.14
H 3.03 1.19 -2.10
H 2.79 2.58 -1.03
H 1.23 1.42 0.35
H 2.58 0.32 0.12

Output
**Calculated total energy**: -15599.12457 eV
**Largest force on an atom**: 0.91 eV/A
**Orbital gap**: 6.60 eV
**Total charge**: -1
**Molecular weight**: 92.19 g/mol

Results of the Mulliken charge analysis, in e, for atoms 1 through 5: -0.6755, -0.6486, 0.2661, 0.2726, 0.2481

=====

[4]
Entry from the Open Molecules 2025 dataset: a cluster of 2 separate species, C3H10NS in total (the ωB97M-V functional and the def2-TZVPD basis).

CARTESIAN COORDINATES (ANGSTROEM)
C 1.93 0.86 2.28
S 0.28 0.83 3.10
H 1.97 0.19 1.41
H 2.17 1.88 1.99
H 2.66 0.55 3.03
C -1.22 -1.46 -0.99
C -1.31 0.04 -1.38
N -0.02 0.76 -1.41
H -2.15 -1.71 -0.45
H -1.18 -1.94 -1.97
H -0.47 -1.87 -0.34
H -1.64 0.06 -2.42
H -1.97 0.55 -0.69
H 0.28 1.21 -0.55
H 0.66 0.06 -1.61

Output
**Calculated total energy**: -15598.58132 eV
**Largest force on an atom**: 1.80 eV/A
**Orbital gap**: 5.99 eV
**Total charge**: -1
**Molecular weight**: 92.19 g/mol

Results of the Mulliken charge analysis, in e, for atoms 1 through 5: -0.7306, -0.7725, 0.1129, 0.1650, 0.2349

=====

[5]
Entry from the Open Molecules 2025 dataset: a cluster of 2 separate species, C3H10NS in total (the ωB97M-V functional and the def2-TZVPD basis).

CARTESIAN COORDINATES (ANGSTROEM)
C -1.35 1.44 -1.57
S -0.48 3.07 -1.50
H -1.08 0.54 -2.13
H -2.29 1.75 -2.07
H -1.62 1.08 -0.57
C 0.64 -1.90 0.40
N 0.42 -0.49 0.19
C 0.68 0.28 1.41
H 0.46 -2.46 -0.50
H -0.11 -2.25 1.14
H 1.60 -2.26 0.82
H 0.89 -0.15 -0.64
H -0.05 -0.06 2.14
H 1.70 0.08 1.77
H 0.59 1.33 1.12

Output
**Calculated total energy**: -15596.30061 eV
**Largest force on an atom**: 1.71 eV/A
**Orbital gap (alpha / beta)**: 9.78 / 6.94 eV
**Spin multiplicity**: 2
**Molecular weight**: 92.19 g/mol

Results of the Mulliken charge analysis, in e, for atoms 1 through 5: -0.8023, -0.0990, 0.2895, 0.3217, 0.2840

=====

[6]
Entry from the Open Molecules 2025 dataset: a cluster of 2 separate species, C3H10NS in total (the ωB97M-V functional and the def2-TZVPD basis).

CARTESIAN COORDINATES (ANGSTROEM)
C -1.99 1.15 0.74
C -0.95 0.11 0.34
C 1.32 0.55 -0.48
N 0.41 0.70 0.39
H -1.76 1.60 1.70
H -2.09 1.91 -0.04
H -2.95 0.63 0.82
H -0.98 -0.70 1.07
H -1.04 -0.30 -0.66
H 2.28 1.00 -0.31
H 1.10 0.00 -1.39
H 0.62 1.27 1.21
S 1.64 -3.04 -0.81
H 2.85 -2.49 -0.61
H 1.52 -2.38 -1.96

Output
**Calculated total energy**: -15591.11463 eV
**Largest force on an atom**: 0.82 eV/A
**Orbital gap**: 8.39 eV
**Total charge**: +1
**Molecular weight**: 92.19 g/mol

Results of the Mulliken charge analysis, in e, for atoms 1 through 5: -1.2012, -0.2149, -0.1968, 0.0179, 0.3961

=====

[7]
Entry from the Open Molecules 2025 dataset: a cluster of 2 separate species, C3H10O2 in total (the ωB97M-V functional and the def2-TZVPD basis).

CARTESIAN COORDINATES (ANGSTROEM)
C 0.45 -2.20 -1.20
C 1.82 -2.11 -1.96
O 2.75 -3.20 -1.65
H 0.50 -1.35 -0.41
H -0.46 -2.16 -1.74
H 0.33 -3.20 -0.63
H 2.14 -1.06 -1.56
H 1.79 -2.26 -3.02
H 3.47 -2.56 -1.61
C -2.16 3.88 2.84
O -2.62 3.23 1.63
H -2.61 3.36 3.77
H -1.04 3.83 2.90
H -2.34 4.92 2.90
H -3.50 2.94 1.45

Output
**Calculated total energy**: -7365.79197 eV
**Largest force on an atom**: 3.12 eV/A
**Orbital gap**: 11.18 eV
**SMILES**: CCO.CO
**Molecular weight**: 78.11 g/mol

Results of the Mulliken charge analysis, in e, for atoms 1 through 5: -0.8712, -0.2265, -0.5068, 0.2131, 0.2957

=====

[8]
Entry from the Open Molecules 2025 dataset: a cluster of 2 separate species, C3H10O2S2 in total (the ωB97M-V functional and the def2-TZVPD basis).

CARTESIAN COORDINATES (ANGSTROEM)
O 2.99 -0.57 -1.26
C 2.14 -0.33 -0.11
C 0.71 -0.84 -0.37
C 0.03 0.01 -1.42
S -1.19 -0.83 -2.52
S -2.99 -0.40 -1.65
H 2.72 0.02 -1.97
H 2.11 0.72 0.16
H 2.59 -1.00 0.61
H 0.16 -0.74 0.55
H 0.80 -1.90 -0.61
H 0.70 0.47 -2.14
H -0.52 0.80 -0.96
H -3.35 0.60 -2.47
O -2.67 1.19 4.65
H -2.16 1.82 4.13
H -2.07 0.99 5.38

Output
**Calculated total energy**: -29038.18023 eV
**Largest force on an atom**: 1.76 eV/A
**Orbital gap**: 9.63 eV
**SMILES**: OCCCSS.O
**Molecular weight**: 142.25 g/mol

Results of the Mulliken charge analysis, in e, for atoms 1 through 5: -0.4979, -0.6132, -0.2311, -0.7397, -0.0763

=====

Please write out number 6 again, unchanged.
Entry from the Open Molecules 2025 dataset: a cluster of 2 separate species, C3H10NS in total (the ωB97M-V functional and the def2-TZVPD basis).

CARTESIAN COORDINATES (ANGSTROEM)
C -1.99 1.15 0.74
C -0.95 0.11 0.34
C 1.32 0.55 -0.48
N 0.41 0.70 0.39
H -1.76 1.60 1.70
H -2.09 1.91 -0.04
H -2.95 0.63 0.82
H -0.98 -0.70 1.07
H -1.04 -0.30 -0.66
H 2.28 1.00 -0.31
H 1.10 0.00 -1.39
H 0.62 1.27 1.21
S 1.64 -3.04 -0.81
H 2.85 -2.49 -0.61
H 1.52 -2.38 -1.96

Output
**Calculated total energy**: -15591.11463 eV
**Largest force on an atom**: 0.82 eV/A
**Orbital gap**: 8.39 eV
**Total charge**: +1
**Molecular weight**: 92.19 g/mol

Results of the Mulliken charge analysis, in e, for atoms 1 through 5: -1.2012, -0.2149, -0.1968, 0.0179, 0.3961

=====

Question: Which value of calculated total energy does entry 2 give?
Answer: -17643.00054 eV

=====

Question: calculated total energy of number 4 (C3H10NS)?
Answer: -15598.58132 eV

=====

Repeat the third record exactly.
Entry from the Open Molecules 2025 dataset: a cluster of 2 separate species, C3H10NS in total (the ωB97M-V functional and the def2-TZVPD basis).

CARTESIAN COORDINATES (ANGSTROEM)
C -2.34 -1.64 1.60
N -2.50 -0.85 0.41
H -3.23 -2.25 1.79
H -2.20 -0.98 2.45
H -1.48 -2.33 1.62
H -2.37 -1.38 -0.44
H -1.71 -0.20 0.31
C 2.31 1.72 -1.49
C 1.74 0.80 -0.41
S 0.62 -0.49 -1.05
H 1.52 2.09 -2.14
H 3.03 1.19 -2.10
H 2.79 2.58 -1.03
H 1.23 1.42 0.35
H 2.58 0.32 0.12

Output
**Calculated total energy**: -15599.12457 eV
**Largest force on an atom**: 0.91 eV/A
**Orbital gap**: 6.60 eV
**Total charge**: -1
**Molecular weight**: 92.19 g/mol

Results of the Mulliken charge analysis, in e, for atoms 1 through 5: -0.6755, -0.6486, 0.2661, 0.2726, 0.2481